A structure of composition C21H30FeN11O4S. Source: the OMol25 dataset; level of theory: wB97M-V/def2-TZVPD.

Geometry as XYZ:
```
68
Properties=species:S:1:pos:R:3:forces:R:3
Fe -0.112298 0.483124 -0.179291 0.54 0.09 0.39
C -4.113919 -2.126967 2.408217 0.03 0.01 0.00
N -4.237968 -1.345854 1.180046 -0.02 -0.02 -0.03
C -5.403711 -1.168103 0.459494 0.00 0.00 0.00
C -5.113390 -0.388111 -0.590424 0.01 0.01 0.01
N -3.751354 -0.077754 -0.508553 0.00 0.07 0.02
C -3.230047 -0.688170 0.590177 0.02 -0.06 -0.04
S -1.654886 -0.675368 1.240863 -0.14 0.00 0.09
C -3.087939 0.728635 -1.468326 -0.01 -0.08 0.06
C -3.840072 1.619674 -2.220912 -0.01 -0.02 -0.02
C -3.226145 2.299339 -3.255133 0.00 0.02 -0.02
C -1.888206 2.054294 -3.525548 -0.02 -0.01 0.00
C -1.213106 1.186819 -2.697242 -0.12 -0.08 -0.09
N -1.781974 0.549107 -1.655729 0.28 0.32 -0.17
H -5.033049 -2.687121 2.547868 0.00 0.01 0.01
H -3.948713 -1.465033 3.255916 -0.01 0.00 0.00
H -3.274944 -2.812808 2.320006 -0.01 -0.02 -0.01
H -6.331888 -1.626382 0.750763 0.01 -0.01 0.01
H -5.735366 -0.064218 -1.402407 0.01 -0.01 -0.01
H -4.883976 1.783441 -2.002732 0.01 0.01 0.01
H -3.792753 3.000965 -3.852250 -0.01 0.00 0.00
H -1.382693 2.528472 -4.353883 0.01 -0.01 0.00
H -0.174121 0.940103 -2.870072 0.00 0.01 0.01
N 1.685895 1.767924 -1.105731 -0.29 -0.24 0.17
C 2.788927 0.815916 -1.348683 -0.06 0.09 -0.03
C 3.505624 1.148962 -2.673541 0.01 0.03 -0.01
C 4.963534 0.713521 -2.802795 0.04 -0.13 0.03
C 5.133144 -0.721048 -3.321016 -0.02 0.02 -0.06
N 6.389194 -1.331170 -2.907373 0.06 -0.01 -0.03
C 6.532035 -2.025137 -1.779542 0.04 -0.12 0.31
N 7.741402 -2.481300 -1.433845 0.02 -0.03 -0.04
N 5.491119 -2.251552 -0.995000 0.54 -0.18 0.08
C 2.214766 -0.598241 -1.315707 -0.48 0.28 0.05
O 2.959637 -1.559407 -1.280274 -0.51 -0.15 -0.11
O 0.910057 -0.678457 -1.318064 0.24 -0.29 -0.04
H 1.400653 2.168080 -1.993469 -0.05 0.14 0.06
H 1.977407 2.542795 -0.517544 0.10 -0.09 0.06
H 3.495682 0.861839 -0.517215 -0.02 0.19 0.02
H 3.477936 2.236767 -2.758618 0.02 0.01 -0.03
H 2.933389 0.751766 -3.519621 -0.09 0.06 0.01
H 5.468855 0.830107 -1.840065 -0.02 -0.06 0.00
H 5.460927 1.389634 -3.499503 0.06 0.03 0.07
H 5.121597 -0.734956 -4.409740 -0.05 0.01 -0.02
H 4.314239 -1.358472 -2.993605 0.10 0.02 -0.12
H 7.220053 -1.109160 -3.431217 0.00 -0.04 0.01
H 8.528825 -2.398214 -2.052569 0.00 -0.01 0.00
H 7.854948 -3.056408 -0.616867 0.02 0.02 0.00
H 4.560757 -1.902885 -1.204818 -0.27 0.12 0.04
H 5.575112 -2.808181 -0.158687 0.18 0.03 -0.05
C -1.348645 4.255182 1.649975 -0.01 0.00 0.01
C -0.470574 3.056788 1.468256 -0.16 0.07 -0.32
N 0.482806 2.837371 2.340654 0.20 -0.11 0.17
O -0.647189 2.309850 0.463869 -0.16 -0.02 0.01
H -0.773357 5.162819 1.462029 0.01 0.00 0.00
H -1.725701 4.300805 2.670992 0.00 0.02 0.00
H -2.178789 4.213124 0.952242 0.00 -0.01 0.00
H 0.643566 3.466793 3.110574 -0.05 0.01 0.00
H 1.094675 2.035069 2.246272 0.06 -0.06 -0.06
N 1.281307 -2.088281 1.880988 -0.02 -0.20 -0.16
C 1.765239 -0.842854 1.864037 0.09 0.21 0.24
O 1.034681 0.113190 1.363235 0.02 0.12 -0.15
C 3.005987 -0.527056 2.424817 -0.12 0.05 -0.30
C 3.854053 -1.543016 2.919503 0.22 0.05 0.14
N 4.550969 -2.376561 3.304816 -0.07 -0.11 -0.13
C 3.441659 0.814208 2.311061 -0.06 -0.02 -0.06
N 3.715298 1.922738 2.138974 -0.09 0.05 -0.05
H 1.856162 -2.849101 2.205979 0.02 0.01 0.02
H 0.459751 -2.309139 1.343895 0.00 0.00 0.02
```
Forces are in eV/Å.

Computed properties:
2S+1   6
ΔE to the lowest compared entry with this formula, charge and spin   2.7 kcal/mol
Total charge   +2
Energy   -92058.882 eV
HOMO level (spin up / spin down)   -12.7499 / -12.7219 eV
Gap between HOMO and LUMO (spin up / spin down)   7.41 / 6.25 eV

=====

The molecule C22H18N4O4S. Source: the OMol25 dataset; level of theory: wB97M-V/def2-TZVPD.

Geometry as XYZ:
```
49
Properties=species:S:1:pos:R:3:forces:R:3
C -0.123614 7.346372 0.139325 -0.17 0.16 0.12
H 0.070719 7.393947 1.215017 -0.01 -0.01 -0.04
O 0.777412 6.478842 -0.509849 0.21 -0.24 -0.13
C 0.799279 5.173400 -0.154470 0.11 -0.25 -0.03
C 1.736447 4.377071 -0.821089 -0.09 0.25 -0.02
C 1.838109 3.031630 -0.550189 -0.15 -0.01 0.13
C 1.008793 2.438943 0.403326 -0.13 0.38 0.14
C 0.098896 3.242252 1.084425 0.19 -0.31 -0.13
C -0.019963 4.589826 0.809718 -0.03 0.36 -0.07
H -0.743971 5.176099 1.352642 -0.06 0.08 0.03
H -0.520210 2.782062 1.839025 -0.05 -0.04 0.09
C 1.053141 1.000579 0.769463 0.08 -0.06 -0.08
O 0.699981 0.596929 1.856539 -0.03 -0.02 0.07
N 1.503095 0.182450 -0.241241 0.22 0.25 -0.31
C 1.541616 -1.204690 -0.266655 0.00 -0.44 0.10
C 1.378371 -1.983859 0.880349 -0.02 0.11 0.10
C 1.300720 -3.358967 0.767772 0.16 -0.05 -0.05
C 1.405185 -3.954922 -0.475702 0.01 -0.73 0.04
C 1.641485 -3.200799 -1.610468 0.17 0.07 -0.05
C 1.730535 -1.828711 -1.504042 0.00 -0.05 0.12
H 1.895186 -1.228641 -2.387293 0.01 0.06 -0.11
H 1.729987 -3.699014 -2.563052 -0.02 0.03 -0.18
S 0.762812 -5.604398 -0.691180 -0.08 0.20 -0.43
O 1.360761 -6.282823 -1.797906 -0.02 0.27 -0.20
O 0.651882 -6.272116 0.564502 -0.09 0.32 0.25
N -0.814107 -5.172322 -1.215310 0.73 -0.94 0.03
C -1.321318 -4.083955 -0.520466 -0.68 1.19 0.15
N -1.469501 -2.946621 -1.154860 0.13 -0.71 -0.07
C -1.830780 -1.871058 -0.418136 -0.13 -0.03 0.53
C -1.928123 -0.606510 -1.026793 -0.04 0.19 0.04
C -2.216992 0.492826 -0.264420 0.03 -0.06 -0.29
C -2.438461 0.373364 1.116456 -0.07 -0.15 0.29
C -2.358904 -0.844408 1.734111 -0.06 0.23 -0.08
C -2.047944 -1.990040 0.980505 0.04 0.08 -0.53
N -1.954860 -3.195347 1.590970 -0.01 -0.18 0.29
C -1.597921 -4.213779 0.868618 -0.21 0.10 0.06
H -1.505298 -5.176371 1.349445 -0.01 -0.13 0.01
H -2.513954 -0.958300 2.794798 -0.02 -0.02 0.13
H -2.671590 1.257065 1.690747 0.00 0.07 0.08
H -2.274212 1.469263 -0.724473 -0.01 0.06 -0.06
H -1.753630 -0.535239 -2.089391 0.02 0.00 -0.12
H -0.796866 -5.009508 -2.214868 0.07 0.06 -0.10
H 1.133680 -3.980483 1.633001 -0.05 0.01 0.14
H 1.259543 -1.505596 1.837724 0.01 -0.02 0.01
H 1.663441 0.623892 -1.136009 -0.11 -0.03 0.20
H 2.598854 2.458047 -1.060367 0.07 -0.05 -0.05
H 2.379131 4.848952 -1.547295 0.08 0.05 -0.08
H 0.045350 8.327554 -0.300871 -0.05 -0.06 0.06
H -1.162193 7.047112 -0.032081 0.04 0.00 0.02
```
Forces are in eV/Å.

Computed properties:
ΔE to the lowest compared entry with this formula, charge and spin   0.0 kcal/mol
Total charge   0
Energy   -48092.062 eV
HOMO level   -8.8890 eV
Gap between HOMO and LUMO   8.60 eV

=====

A cluster of 2 separate species, C4H7ClS in total. Source: the OMol25 dataset; level of theory: wB97M-V/def2-TZVPD.

Geometry as XYZ:
```
13
Properties=species:S:1:pos:R:3:forces:R:3
C -1.612529 -0.552797 -0.392431 2.78 1.61 -1.81
C -0.558541 -1.119139 0.587350 -2.22 -0.23 -3.45
C -0.065844 -0.670706 1.682608 1.35 -0.16 2.35
C 2.031969 1.678994 -1.092565 -0.09 -0.62 -0.92
S 1.948652 1.398701 0.444910 0.70 0.06 1.29
Cl 0.602479 2.069791 -1.953852 -0.43 0.48 -0.82
H -1.674342 0.572525 -0.388606 -0.19 -1.08 0.56
H -2.571530 -0.996815 -0.271452 -0.74 -0.38 -0.01
H -0.186170 -2.050056 0.201951 0.25 -0.50 0.15
H -0.217417 0.180902 2.285613 -0.89 1.29 -0.11
H 0.651181 -1.284607 2.183875 0.56 -0.57 0.12
H 2.856804 1.483257 -1.784647 -0.05 0.26 0.37
H -1.204713 -0.710050 -1.502754 -1.03 -0.15 2.29
```
Forces are in eV/Å.

Computed properties:
ΔE to the lowest compared entry with this formula, charge and spin   40.0 kcal/mol
Total charge   0
Energy   -27616.974 eV
HOMO level   -9.1818 eV
Gap between HOMO and LUMO   8.74 eV

=====

The molecule C6H7NS. Source: the OMol25 dataset; level of theory: wB97M-V/def2-TZVPD.

Geometry as XYZ:
```
15
Properties=species:S:1:pos:R:3:forces:R:3
C 2.714946 -0.168567 -0.013708 -0.24 -0.54 -0.69
C 1.226897 0.036547 -0.009818 -0.13 -0.27 -0.15
C 0.231123 -0.891903 -0.019216 1.16 -0.48 0.38
C -1.026335 -0.160529 -0.013921 0.99 0.31 -0.14
C -2.244514 -0.675750 -0.022067 -1.53 -1.68 0.29
C -0.610417 1.229529 -0.017485 2.31 1.89 0.34
H 3.174130 0.362023 -0.872043 -0.27 -0.42 0.32
H 2.969483 -1.254298 -0.039496 -0.16 0.85 -0.08
H 3.155017 0.268199 0.864496 0.18 0.19 0.52
H 0.389575 -1.984717 0.072900 -0.34 0.91 -0.27
H -2.331236 -1.811342 0.023136 -0.10 1.66 -0.17
H -3.335724 1.377838 0.007387 0.23 0.60 -0.01
H -1.232609 2.147409 0.056422 0.37 -0.90 -0.22
N 0.724747 1.377175 -0.004914 -2.85 -1.09 -0.09
S -3.805083 0.148391 -0.011666 0.38 -1.04 -0.03
```
Forces are in eV/Å.

Computed properties:
ΔE to the lowest compared entry with this formula, charge and spin   31.4 kcal/mol
Total charge   0
Energy   -18659.388 eV
HOMO level   -8.4966 eV
Gap between HOMO and LUMO   8.04 eV